{"formula": "C4H7NO2S", "method": "ωB97M-V with the def2-TZVPD basis set", "species": ["O", "C", "N", "C", "O", "C", "C", "S", "H", "H", "H", "H", "H", "H", "H"], "xyz": [[-0.24198, 1.06851, -2.05846], [-0.32069, 0.24940, -1.16816], [-1.65116, -0.13720, -0.81476], [-1.80099, -1.37048, -0.19178], [-2.42907, -2.25639, -0.74377], [0.89037, -0.13210, -0.25014], [1.00665, 1.05708, 0.65589], [1.66108, 0.51115, 2.32639], [-2.48133, 0.26226, -1.41746], [-1.48771, -1.43837, 0.87686], [1.86701, -0.07889, -0.70670], [0.47379, -0.95944, 0.24603], [0.06974, 1.47812, 0.90798], [1.52777, 1.81262, 0.13007], [2.91653, -0.06626, 2.20801]], "atomic_forces_ev_per_a": [[1.1187, -0.7702, 0.6829], [-2.1176, 2.4202, -1.4433], [0.8912, 1.3164, -0.6978], [-2.6941, -2.2236, -0.5854], [1.0843, 1.1699, 1.3262], [-1.2441, 1.1511, -0.6977], [0.1835, -0.4047, 1.4780], [-0.1269, 0.2901, -0.6658], [2.5357, -1.3310, 1.1400], [0.3123, -0.1275, -0.5659], [-0.1516, -1.5236, -0.8863], [0.7821, -1.7452, 0.7471], [-1.0723, 0.3837, 0.7873], [1.1592, 0.9305, 0.0101], [-0.6604, 0.4638, -0.6295]], "total_charge": 1, "s2": 0.755, "spin_multiplicity": 2, "orbital_gap_ev": [9.9, 4.4]}

=====

{"formula": "C4H7NO2S2", "method": "ωB97M-V with the def2-TZVPD basis set", "species": ["O", "C", "C", "C", "O", "S", "C", "S", "N", "H", "H", "H", "H", "H", "H", "H"], "xyz": [[-3.11867, -0.20109, 0.45734], [-1.94540, -0.23446, 0.32494], [-1.08613, 0.96739, -0.12634], [0.52687, 0.33422, -0.11788], [0.96479, 0.03565, -1.44319], [1.75118, 1.21172, 0.87283], [0.34369, -1.00021, 0.58721], [1.24639, -2.46666, 0.06676], [-1.09460, -1.24091, 0.69062], [-1.45365, 1.25810, -1.15880], [-1.21925, 1.88481, 0.49536], [1.75847, 0.63265, -1.66553], [1.41612, 2.47738, 0.28795], [0.63780, -0.61162, 1.66829], [0.54140, -2.63968, -1.03766], [-1.44270, -2.13264, 0.79038]], "atomic_forces_ev_per_a": [[-2.3641, -0.4131, -0.1419], [3.1096, 1.3997, 0.5914], [1.6371, -0.2557, -0.9016], [-2.1563, 0.3561, -1.7408], [1.4647, 2.1496, -0.2690], [-0.7120, 2.4063, -1.2490], [-0.9888, 0.7917, 3.4618], [0.3224, 0.3709, 0.7676], [0.7220, 1.8238, -1.1558], [0.8896, -0.4566, 0.9753], [0.2071, -0.9942, -0.1406], [-1.8658, -1.3740, 0.5207], [0.6833, -1.5548, 0.8713], [0.0014, -2.0542, -1.6025], [-0.1985, 0.0365, -0.5092], [-0.7518, -2.2320, 0.5221]], "total_charge": 0, "smiles": "O=C1C[C@@](O)(S)[C@H](S)N1", "spin_multiplicity": 1, "orbital_gap_ev": 9.9}

=====

{"formula": "C4H7NO3", "method": "ωB97M-V with the def2-TZVPD basis set", "species": ["C", "N", "C", "C", "C", "O", "O", "O", "H", "H", "H", "H", "H", "H", "H"], "xyz": [[0.80928, -2.60679, 0.62191], [1.42186, -1.79578, 1.45373], [0.82840, 1.15140, 1.06349], [0.26439, 1.92895, -0.03190], [-0.89948, 1.49938, -0.80325], [-1.15021, 0.18103, -0.97771], [-1.48072, 2.28014, -1.52245], [-0.11720, -2.22575, -0.13188], [0.99701, -3.68864, 0.65058], [2.27295, -2.15074, 1.87961], [1.32341, 0.26574, 0.59716], [-0.02645, 0.91418, 1.71371], [1.50354, 1.77448, 1.64509], [0.21055, 3.01101, -0.07480], [-0.40282, -0.35235, -0.62399]], "atomic_forces_ev_per_a": [[-1.0511, 0.4573, -0.1052], [0.6383, 1.0032, 0.0262], [-0.1069, 2.5084, -1.4053], [-1.5003, 0.2361, 2.7368], [-0.2823, -2.8159, -3.5189], [0.7791, 1.4456, 0.9311], [-0.1529, 0.9501, 1.0770], [0.4557, 0.1355, -0.2018], [0.3469, -0.1690, 0.0165], [-0.1498, -0.3895, -0.1157], [-0.1246, -1.2429, 0.8829], [0.1052, -1.0216, -0.2652], [0.2915, -0.2707, -0.0798], [1.3464, 0.2921, -0.3074], [-0.5951, -1.1188, 0.3287]], "total_charge": 0, "spin_multiplicity": 1, "orbital_gap_ev": 4.0}

=====

{"formula": "C4H7NO3", "method": "ωB97M-V with the def2-TZVPD basis set", "species": ["C", "O", "C", "O", "C", "N", "C", "O", "H", "H", "H", "H", "H", "H", "H"], "xyz": [[2.06242, 0.17260, -0.58675], [0.70495, 0.46129, -0.89748], [-0.48613, -0.60317, -0.63190], [-0.59898, -1.75547, -1.29543], [-0.96870, -0.18234, 0.53014], [-2.18873, -0.38603, 1.11269], [-0.14222, 1.07782, 0.91549], [-0.64759, 2.19924, 0.89899], [2.19045, -0.75982, -0.02449], [2.47451, 0.99727, 0.00284], [2.63107, 0.11657, -1.51815], [-0.24005, -1.59382, -2.18564], [-2.61184, 0.48821, 1.41670], [-2.78626, -1.01540, 0.58632], [0.60710, 0.78304, 1.67669]], "atomic_forces_ev_per_a": [[0.3429, -0.5187, -0.3050], [-1.9032, -2.3146, 0.0163], [2.9647, 1.9130, 1.2343], [0.7536, 0.4508, -0.9543], [0.2185, 2.0510, -1.8451], [-0.3616, -0.5645, 0.7425], [-3.2640, 0.3328, 1.9450], [1.1597, -1.5155, -0.2780], [-0.1088, 0.1119, -0.0858], [-0.1838, -0.0377, -0.0322], [0.0628, -0.1279, 0.0682], [-0.3923, -0.2798, 0.1019], [-0.0640, -0.4088, -0.1946], [-0.0658, 0.3992, 0.3226], [0.8411, 0.5087, -0.7359]], "total_charge": 0, "smiles": "CO/C(O)=C(/N)C=O", "spin_multiplicity": 1, "orbital_gap_ev": 8.7}

=====

{"formula": "C4H7NO4", "method": "ωB97M-V with the def2-TZVPD basis set", "species": ["C", "C", "C", "N", "O", "O", "O", "C", "O", "H", "H", "H", "H", "H", "H", "H"], "xyz": [[1.48898, -1.43553, -0.06542], [0.61699, -0.21410, 0.08410], [-0.69600, -0.28943, -0.57169], [-1.86160, -0.24980, -0.03498], [-2.87785, 0.03424, -0.59349], [-1.95421, -0.63961, 1.33478], [1.30914, 0.95977, -0.52634], [0.73211, 2.06865, -0.26361], [-0.20633, 2.32606, 0.44048], [2.54761, -1.11907, -0.06350], [1.35177, -2.03174, 0.78978], [1.38169, -2.03725, -0.91615], [0.53840, -0.00202, 1.20709], [-0.77614, 0.05111, -1.69881], [-2.82806, -0.30318, 1.60922], [1.23349, 2.88191, -0.73147]], "atomic_forces_ev_per_a": [[1.6763, 1.5654, 0.2576], [0.4109, 0.2811, 1.6302], [0.0487, 1.1056, -2.8541], [1.2692, -0.5712, 1.4529], [-2.6139, 0.3329, -0.6384], [0.2843, 0.2447, -0.4444], [0.2018, -3.2261, 0.1111], [-0.7543, 2.9669, 0.7105], [-0.5014, -0.8543, 0.3869], [-0.3677, -0.0581, 0.1554], [-0.2363, -0.9299, 1.0562], [-0.6268, -0.5759, -1.4219], [-0.1935, -0.0911, -1.6483], [0.3446, -0.9929, 2.4741], [0.2169, 0.0205, -0.3647], [0.8411, 0.7824, -0.8631]], "total_charge": 0, "smiles": "C[C@H](/C=[N+](/[O-])O)OC=O", "spin_multiplicity": 1, "orbital_gap_ev": 9.8}

=====

{"formula": "C4H7NOP", "method": "ωB97M-V with the def2-TZVPD basis set", "species": ["C", "C", "C", "C", "N", "O", "P", "H", "H", "H", "H", "H", "H", "H"], "xyz": [[1.39755, 2.39815, 0.40738], [0.99649, 1.37469, -0.08246], [1.45967, -1.09050, 0.12409], [0.34356, 0.03662, 0.10584], [-0.46162, 0.09590, 1.18192], [-3.98906, -0.76033, -0.26410], [-2.51973, -0.44079, -0.09181], [1.93939, 3.23513, 0.67395], [2.43912, -0.78852, -0.18654], [1.63489, -1.27407, 1.30294], [1.17095, -2.04882, -0.46569], [-0.37728, -0.32680, -0.84983], [-2.36268, 0.76962, -0.72192], [-1.67125, -1.18029, -1.13379]], "atomic_forces_ev_per_a": [[0.3113, -0.3547, -0.8607], [-0.7493, -0.5914, 0.5420], [-0.4429, -1.4786, 2.3197], [-0.1964, -1.4310, -2.7449], [-2.6934, -0.8020, 0.5129], [0.4219, -0.2581, 0.7679], [1.2026, -0.7151, -0.3569], [0.4909, 1.2261, 0.3908], [0.5068, 0.4859, -0.7170], [-0.6404, -0.1643, -2.6771], [0.3116, 1.5224, 1.3270], [1.4450, 1.0889, 1.1522], [0.4687, 1.1859, -0.4873], [-0.4363, 0.2860, 0.8313]], "total_charge": -1, "spin_multiplicity": 1, "orbital_gap_ev": [7.2, 7.2]}

=====

Q: Which max |F| values were calculated for the entries above? A: 3.542 3.686 4.516 3.814 3.234 3.102, in eV/Å.
Q: Which energy above the lowest of the compared OMol25 structures with the same formula, charge and spin values were calculated for the entries above? A: 175.56 33.76 617.51 460.65 499.69 386.86, in kJ/mol.